A cluster of 2 separate species, C10H17ClN2O2 in total, computed with the ωB97M-V functional and the def2-TZVPD basis.

Element x y z (Å)
C: -0.1261 3.8460 -0.4366
C: 0.9357 3.1758 -1.3844
C: 0.2920 2.4731 -2.6271
C: -0.0515 0.9815 -2.3283
O: -0.9191 0.9571 -1.1648
C: -0.9378 -0.2425 -0.5464
C: -2.1644 -0.9913 -0.4942
N: -2.3972 -2.1659 0.0415
N: -1.3032 -2.6210 0.6218
C: -0.1140 -2.0616 0.7078
C: 0.9450 -2.8136 1.4914
C: 1.0676 -2.0878 2.8998
O: -0.1607 -1.3487 3.1254
C: 0.1960 -0.8100 0.1024
H: -0.4193 3.0790 0.3116
H: 0.2911 4.7085 0.1147
H: -1.0526 4.0978 -0.9902
H: 1.5658 3.9994 -1.7866
H: 1.6086 2.4865 -0.8361
H: 1.0420 2.4610 -3.4467
H: -0.6129 3.0098 -2.9719
H: -0.6211 0.5440 -3.1795
H: 0.8977 0.4324 -2.1506
H: -3.0418 -0.5186 -0.9732
H: -1.4059 -3.5522 1.0769
H: 1.9321 -2.8049 0.9730
H: 0.6542 -3.9019 1.6095
H: 1.9070 -1.3663 2.9061
H: 1.1075 -2.8532 3.6934
H: -0.0253 -0.4112 2.9358
H: 1.1846 -0.3426 0.1341
Cl: -0.2741 -5.3585 2.5713

**Highest occupied orbital energy**: -7.5 eV
**Energy relative to the best compared isomer or geometry (same formula, charge and spin)**: 37.32 kcal/mol
**Frontier orbital gap**: 6.10 eV
**LUMO level**: -1.423 eV
**Spin multiplicity**: 1